# 1
9 unconnected molecules or ions with the total composition C40H84ClNO9P. Source: the OMol25 dataset; level of theory: ωB97M-V/def2-TZVPD.

```
136
Properties=species:S:1:pos:R:3:forces:R:3
C 2.402 1.994 -3.559 0.4 0.3 0.1
N 1.266 1.603 -2.734 -0.1 -0.2 -0.3
C 1.237 0.225 -2.307 0.5 -0.1 0.2
P -0.153 -0.768 -2.929 -0.3 0.0 0.6
C -1.330 0.180 -3.871 0.0 0.5 -0.1
C -2.673 -0.525 -4.112 -0.1 0.1 -0.5
C -3.599 -0.571 -2.890 -0.2 -0.1 -0.2
O -3.645 0.684 -2.238 -0.9 -0.1 -0.9
C 0.347 -2.175 -3.884 0.3 -0.3 -0.5
C 0.897 -3.397 -3.121 0.3 0.1 -0.1
C -0.005 -3.886 -1.990 -0.4 0.2 0.1
Cl 0.364 -5.567 -1.565 0.1 -0.2 0.0
H 2.349 3.082 -3.695 0.0 -0.3 0.0
H 2.460 1.515 -4.551 -0.1 0.0 0.2
H 3.308 1.789 -2.982 -0.1 0.1 -0.2
H 0.410 1.917 -3.161 -0.2 0.2 0.2
H 1.215 0.135 -1.207 0.0 0.0 -0.2
H 2.136 -0.326 -2.643 -0.2 0.3 0.2
H -0.847 -1.242 -1.816 -0.1 0.0 0.1
H -1.507 1.140 -3.355 0.0 -0.3 -0.2
H -0.818 0.409 -4.818 -0.2 0.0 0.1
H -2.533 -1.538 -4.518 0.0 0.2 0.1
H -3.161 0.061 -4.908 0.1 -0.2 0.3
H -3.361 -1.398 -2.201 0.1 0.3 -0.1
H -4.619 -0.754 -3.252 0.3 -0.1 0.1
H -2.975 0.749 -1.587 0.9 0.1 1.1
H 1.108 -1.757 -4.569 -0.2 -0.3 0.1
H -0.518 -2.492 -4.479 0.1 0.1 0.1
H 1.911 -3.183 -2.745 -0.3 -0.1 0.0
H 0.984 -4.195 -3.868 0.0 0.2 0.2
H -1.065 -3.874 -2.290 0.4 0.1 0.0
H 0.109 -3.323 -1.051 0.0 0.0 -0.4
C -2.641 -6.369 -5.735 0.1 0.0 0.0
C -1.700 -5.712 -6.746 -0.1 0.0 0.0
C -1.498 -4.337 -6.126 0.1 -0.1 0.0
O -1.584 -4.522 -4.705 0.0 0.1 -0.1
C -2.090 -5.843 -4.419 -0.1 0.1 0.0
H -2.630 -7.456 -5.779 0.0 0.0 0.0
H -3.667 -6.030 -5.886 0.0 0.0 0.0
H -0.753 -6.251 -6.793 0.0 0.0 0.0
H -2.111 -5.655 -7.752 0.0 0.0 0.0
H -2.275 -3.637 -6.450 0.0 0.0 0.0
H -0.521 -3.909 -6.365 0.0 0.0 0.0
H -1.273 -6.463 -4.042 0.0 0.0 0.0
H -2.844 -5.750 -3.637 0.0 0.0 0.0
C -5.850 4.752 -2.286 0.0 0.0 0.1
C -5.645 3.303 -1.839 0.0 0.0 -0.1
C -4.828 3.483 -0.565 -0.1 0.0 -0.1
O -5.218 4.737 -0.015 0.1 0.0 0.1
C -6.024 5.460 -0.947 0.0 0.0 -0.1
H -6.699 4.889 -2.953 0.0 0.0 0.0
H -4.955 5.122 -2.791 0.0 0.0 0.0
H -6.604 2.833 -1.614 0.0 0.0 0.0
H -5.123 2.687 -2.568 0.0 0.0 0.0
H -3.755 3.503 -0.797 0.0 0.0 0.0
H -5.004 2.705 0.180 0.0 0.0 0.0
H -7.068 5.444 -0.620 0.0 0.0 0.0
H -5.683 6.496 -0.956 0.0 0.0 0.0
C 4.958 3.085 1.073 0.0 -0.1 0.0
C 3.506 2.846 1.488 -0.1 0.1 0.0
C 2.798 2.854 0.138 0.1 -0.1 0.1
O 3.743 2.313 -0.795 -0.1 -0.1 0.0
C 5.044 2.257 -0.201 0.0 0.1 0.0
H 5.680 2.765 1.824 0.0 0.0 0.0
H 5.131 4.141 0.857 0.0 0.0 0.0
H 3.405 1.881 1.984 0.0 0.0 0.0
H 3.121 3.606 2.167 0.0 0.0 0.0
H 2.518 3.866 -0.171 0.0 0.0 0.0
H 1.901 2.233 0.111 0.0 0.0 0.0
H 5.300 1.216 0.024 0.0 0.0 0.0
H 5.765 2.643 -0.922 0.0 0.0 0.0
C -0.265 -4.927 2.121 0.0 -0.1 0.0
C 0.627 -6.169 2.158 0.0 0.0 0.0
C 1.641 -5.785 3.227 -0.1 0.0 0.0
O 0.942 -4.941 4.145 0.1 0.0 0.1
C -0.311 -4.548 3.598 0.0 0.0 -0.1
H -1.256 -5.111 1.706 0.0 0.0 0.0
H 0.213 -4.134 1.538 0.0 0.0 0.0
H 0.058 -7.041 2.483 0.0 0.0 0.0
H 1.095 -6.399 1.202 0.0 0.0 0.0
H 2.485 -5.230 2.800 0.0 0.0 0.0
H 2.018 -6.651 3.766 0.0 0.0 0.0
H -1.122 -5.077 4.110 0.0 0.0 0.0
H -0.440 -3.477 3.769 0.0 0.0 0.0
C 2.887 -10.675 4.835 -0.1 0.0 0.0
C 2.450 -10.068 6.170 0.1 0.0 0.0
C 1.902 -8.718 5.724 0.0 -0.1 0.1
O 1.362 -8.926 4.417 -0.1 0.1 -0.1
C 1.774 -10.196 3.910 0.1 0.0 0.0
H 2.972 -11.760 4.857 0.0 0.0 0.0
H 3.848 -10.262 4.524 0.0 0.0 0.0
H 1.660 -10.671 6.621 0.0 0.0 0.0
H 3.260 -9.971 6.891 0.0 0.0 0.0
H 2.698 -7.965 5.677 0.0 0.0 0.0
H 1.108 -8.334 6.364 0.0 0.0 0.0
H 0.925 -10.888 3.923 0.0 0.0 0.0
H 2.095 -10.064 2.876 0.0 0.0 0.0
C -1.989 5.709 -1.617 0.0 0.1 0.0
C -1.242 6.719 -2.490 0.1 -0.1 0.0
C 0.099 6.018 -2.679 0.0 0.1 0.0
O -0.183 4.612 -2.672 0.1 -0.1 -0.1
C -1.508 4.389 -2.202 -0.1 0.0 0.1
H -3.072 5.813 -1.643 0.0 0.0 0.0
H -1.670 5.803 -0.577 0.0 0.0 0.0
H -1.746 6.843 -3.450 0.0 0.0 0.0
H -1.140 7.698 -2.026 0.0 0.0 0.0
H 0.788 6.254 -1.861 0.0 0.0 0.0
H 0.588 6.261 -3.623 0.0 0.0 0.0
H -2.147 4.074 -3.038 0.0 0.0 0.0
H -1.482 3.581 -1.465 0.0 0.0 0.0
C -2.136 7.560 2.668 0.0 0.0 0.0
C -0.747 7.636 3.302 0.0 0.0 -0.1
C 0.064 8.260 2.171 0.0 0.0 0.1
O -0.833 9.112 1.465 0.0 0.1 -0.1
C -2.177 8.863 1.879 0.0 -0.1 0.0
H -2.946 7.480 3.391 0.0 0.0 0.0
H -2.197 6.704 1.992 0.0 0.0 0.0
H -0.759 8.291 4.174 0.0 0.0 0.0
H -0.355 6.667 3.607 0.0 0.0 0.0
H 0.449 7.488 1.493 0.0 0.0 0.0
H 0.906 8.861 2.519 0.0 0.0 0.0
H -2.533 9.693 2.497 0.0 0.0 0.0
H -2.805 8.805 0.988 0.0 0.0 0.0
C 4.871 2.271 6.423 0.0 -0.1 0.0
C 3.430 2.016 6.869 0.0 0.1 0.0
C 2.696 2.023 5.534 0.0 -0.1 0.1
O 3.619 1.513 4.573 0.0 -0.1 -0.1
C 4.933 1.462 5.133 0.0 0.1 0.0
H 5.615 1.953 7.150 0.0 0.0 0.0
H 5.024 3.332 6.217 0.0 0.0 0.0
H 3.345 1.038 7.346 0.0 0.0 0.0
H 3.048 2.767 7.559 0.0 0.0 0.0
H 2.404 3.040 5.252 0.0 0.0 0.0
H 1.806 1.392 5.524 0.0 0.0 0.0
H 5.206 0.421 5.330 0.0 0.0 0.0
H 5.633 1.869 4.401 0.0 0.0 0.0
```
Forces are in eV/Å.

As for the HOMO-LUMO gap: 8.3 eV. The calculation puts the LUMO energy at -2.4 eV. For the total energy, the calculation gives -3107.582607 hartree. The charge is +1.

=====

# 2
A molecular structure, C49H45BaN14O3. Source: the OMol25 dataset; level of theory: ωB97M-V/def2-TZVPD.

```
112
Properties=species:S:1:pos:R:3:forces:R:3
Ba 1.745 -0.342 1.267 -0.3 0.4 -0.7
C 2.374 -2.520 5.513 -0.1 0.0 0.1
C 2.624 -1.880 4.305 -0.1 0.2 -0.1
N 1.810 -0.929 3.856 0.0 -0.1 0.9
C 0.733 -0.615 4.586 0.0 0.1 -0.1
C 0.471 -1.306 5.760 0.0 -0.2 0.2
N 1.290 -2.248 6.229 -0.1 0.1 -0.1
C -0.152 0.484 4.058 0.2 -0.1 0.0
C -1.256 0.940 4.762 0.0 -0.1 0.2
C -2.038 1.965 4.244 -0.2 0.1 0.1
C -1.632 2.523 3.037 -0.1 0.2 -0.2
C -0.531 2.008 2.372 0.1 0.0 -0.1
N 0.184 0.989 2.865 -0.7 0.9 0.8
C -0.144 2.530 1.012 -0.1 -0.1 0.2
C -0.511 3.799 0.574 0.0 0.1 -0.2
N -0.318 4.198 -0.682 0.0 -0.1 0.2
C 0.264 3.335 -1.510 -0.1 0.2 0.1
C 0.711 2.101 -1.062 0.0 -0.1 0.1
N 0.512 1.704 0.191 -0.6 1.1 -0.5
C -3.277 2.426 4.937 0.3 -0.1 -0.2
C -4.251 3.152 4.266 -0.1 0.1 -0.2
C -5.397 3.543 4.944 0.0 -0.1 0.2
N -5.630 3.248 6.224 0.2 -0.1 -0.1
C -4.693 2.549 6.864 -0.2 0.1 -0.1
C -3.513 2.127 6.271 0.0 0.0 0.2
H 3.050 -3.274 5.899 0.0 0.0 0.0
H 3.469 -2.134 3.671 -0.1 0.0 0.0
H -0.422 -1.121 6.347 0.1 0.0 0.0
H -1.513 0.494 5.712 0.0 0.0 -0.1
H -2.182 3.348 2.606 0.0 -0.1 0.0
H -0.960 4.520 1.248 0.0 0.0 0.0
H 0.391 3.643 -2.542 0.0 0.0 0.0
H 1.218 1.407 -1.728 0.0 0.1 0.1
H -4.156 3.410 3.218 0.0 0.0 0.1
H -6.163 4.116 4.431 0.0 0.0 0.0
H -4.891 2.315 7.905 0.0 0.0 -0.1
H -2.792 1.592 6.875 0.0 0.0 0.0
C 4.173 -1.504 -7.372 0.0 -0.1 0.1
O 4.171 -2.205 -6.135 0.0 0.1 -0.1
C 5.218 -1.989 -5.298 0.0 0.0 0.0
C 5.247 -2.763 -4.137 0.0 0.0 0.1
C 6.259 -2.601 -3.213 0.1 -0.1 0.1
C 7.275 -1.665 -3.435 0.1 0.3 0.4
C 7.266 -0.944 -4.611 0.0 0.2 -0.2
C 6.234 -1.078 -5.538 0.2 0.1 0.1
N 8.444 -1.482 -2.590 -0.4 -0.7 0.5
N 8.394 -1.527 -1.342 -0.3 0.8 -0.5
C 7.141 -1.460 -0.625 0.2 -0.2 -0.4
C 6.922 -2.410 0.322 -0.2 -0.4 0.2
C 5.679 -2.534 0.975 0.3 -0.3 0.1
C 4.640 -1.669 0.726 -0.4 0.1 -0.1
O 3.434 -1.793 1.249 2.6 -1.4 -0.1
C 4.921 -0.544 -0.144 -0.2 0.1 0.1
N 3.948 0.424 -0.258 0.6 -0.2 -0.3
C 4.202 1.471 -1.013 0.0 -0.1 0.1
C 5.415 1.669 -1.691 -0.1 0.1 0.0
C 6.390 0.723 -1.577 0.0 -0.1 -0.1
C 6.162 -0.442 -0.811 0.1 0.2 -0.1
H 3.285 -1.825 -7.905 0.0 0.0 0.0
H 5.057 -1.750 -7.963 0.0 0.0 0.0
H 4.131 -0.424 -7.217 0.0 0.0 0.0
H 4.463 -3.497 -3.984 0.1 0.0 0.0
H 6.281 -3.229 -2.332 0.0 0.1 0.0
H 8.080 -0.250 -4.799 0.0 -0.1 0.0
H 6.250 -0.482 -6.441 0.0 0.0 0.1
H 7.710 -3.133 0.503 -0.1 0.0 0.0
H 5.507 -3.350 1.670 0.1 0.0 -0.1
H 3.428 2.232 -1.072 0.0 0.0 0.0
H 5.571 2.570 -2.269 0.0 0.0 0.0
H 7.351 0.877 -2.048 0.0 -0.1 -0.1
N 0.801 -1.823 -0.777 -0.3 -0.7 -0.6
C 0.370 -3.164 -0.321 -0.1 0.4 0.1
C -0.705 -3.001 0.743 0.3 0.1 0.1
N -0.117 -2.363 1.944 -0.5 -0.3 -0.1
H 0.005 -1.347 -1.202 0.0 0.0 0.1
H 1.520 -1.924 -1.489 0.0 0.0 0.0
H 1.234 -3.677 0.108 0.0 0.0 -0.1
H -0.023 -3.777 -1.133 0.0 -0.1 -0.1
H -1.150 -3.971 0.966 -0.1 -0.1 0.0
H -1.485 -2.348 0.352 -0.1 0.0 0.0
H 0.479 -3.039 2.415 0.0 0.0 0.0
H -0.852 -2.127 2.602 0.0 -0.1 0.0
C -7.304 -2.739 -0.830 0.1 0.1 0.0
C -6.938 -1.283 -0.991 0.0 -0.1 0.1
C -7.359 -0.547 -2.091 0.0 0.0 -0.1
C -7.045 0.799 -2.222 -0.1 -0.1 -0.1
C -6.309 1.446 -1.243 0.0 0.2 0.0
N -6.070 2.843 -1.397 0.0 -0.1 0.0
C -5.036 3.596 -0.902 -0.1 0.0 0.0
O -5.137 4.782 -0.666 0.0 -0.1 0.0
N -3.845 2.919 -0.659 0.0 -0.2 -0.1
C -3.304 1.838 -1.392 -0.1 0.3 0.1
C -3.566 1.597 -2.734 0.0 0.1 -0.1
C -2.950 0.520 -3.349 0.0 0.0 0.0
C -2.067 -0.262 -2.617 0.0 0.1 0.1
N -1.807 -0.036 -1.328 -0.1 0.0 -0.1
C -2.442 0.976 -0.739 0.2 -0.3 0.2
C -5.872 0.726 -0.137 0.0 -0.1 0.1
C -6.180 -0.622 -0.024 0.0 0.0 0.0
H -8.108 -3.024 -1.510 0.1 0.0 0.0
H -7.633 -2.946 0.189 0.0 0.0 0.0
H -6.447 -3.387 -1.036 0.0 0.0 0.0
H -7.945 -1.030 -2.865 0.0 0.0 0.0
H -7.389 1.357 -3.087 0.0 0.0 0.0
H -6.864 3.410 -1.646 -0.1 0.0 0.0
H -3.196 3.489 -0.143 0.1 0.1 -0.1
H -4.234 2.249 -3.286 0.0 -0.1 0.0
H -3.138 0.299 -4.392 0.0 0.0 0.1
H -1.548 -1.095 -3.085 -0.1 0.0 0.0
H -2.260 1.117 0.325 0.0 0.0 -0.1
H -5.312 1.224 0.648 -0.1 0.0 -0.1
H -5.844 -1.168 0.852 0.0 0.0 0.0
```
Forces are in eV/Å.

As for the HOMO-LUMO gap: 5.5 eV. The calculation puts the LUMO energy at -3.6 eV. The relative energy (zero: lowest compared OMol25 entry of this formula, charge and spin) comes out at 31.8 kcal per mole. For the total energy, the calculation gives -2911.948183 hartree. The charge is +1.